Record 1
{
  "formula": "C33H43BN8O2S2Ti",
  "method": "ωB97M-V with the def2-TZVPD basis set",
  "species": ["Ti", "C", "C", "C", "C", "N", "N", "B", "N", "N", "C", "C", "C", "C", "C", "C", "C", "C", "N", "N", "C", "C", "C", "C", "C", "C", "C", "C", "C", "C", "C", "C", "H", "H", "H", "H", "H", "H", "H", "H", "H", "H", "H", "H", "H", "H", "H", "H", "H", "H", "H", "H", "H", "H", "H", "H", "H", "H", "H", "H", "H", "H", "H", "H", "H", "H", "H", "H", "H", "H", "H", "H", "S", "C", "C", "C", "C", "N", "C", "C", "C", "S", "C", "N", "H", "H", "O", "C", "O", "H"],
  "xyz": [[-0.654778, -1.386673, 0.343931], [4.153254, 1.371607, -0.102914], [3.280050, 0.131023, -0.157835], [3.548485, -1.145479, -0.660030], [2.553042, -1.984433, -0.145616], [1.569059, -1.209051, 0.424106], [1.979291, 0.116307, 0.389596], [0.987271, 1.400768, 0.185570], [-0.346758, 1.102159, 0.841114], [-0.340001, 0.179635, 1.886302], [-1.126360, 0.648682, 2.844721], [-1.892642, 1.760417, 2.307760], [-1.358784, 2.081845, 1.045452], [-1.644734, 3.218224, 0.159139], [-0.821987, 0.228954, 4.266232], [-2.060460, 0.402248, 5.067345], [0.301305, 1.142372, 4.747725], [-0.239031, -1.221485, 4.315759], [1.011403, 1.921451, -1.290746], [0.781574, 1.084755, -2.365664], [0.965896, 1.795731, -3.496858], [1.060955, 3.169860, -3.129990], [1.225585, 3.198627, -1.724363], [1.582507, 4.348887, -0.831897], [0.756435, 1.204816, -4.837989], [1.049932, 2.336674, -5.889006], [-0.618914, 0.600167, -4.782420], [1.762737, -0.040048, -5.103822], [2.587955, -3.510481, -0.093036], [3.970773, -3.794675, 0.666392], [1.598264, -4.186158, 0.837607], [2.660340, -3.974893, -1.543703], [3.659094, 2.184945, 0.440738], [5.139687, 1.171494, 0.443481], [4.301468, 1.742294, -1.198596], [4.367937, -1.347878, -1.324233], [1.545453, 2.182209, 0.932466], [-2.694429, 2.301546, 2.760414], [-2.657900, 3.600577, 0.392231], [-0.874017, 3.921736, 0.396537], [-1.653301, 2.902553, -0.880452], [-2.543967, 1.416538, 4.969597], [-2.930744, -0.246435, 4.747666], [-1.867894, 0.110958, 6.101671], [-0.118432, 2.154800, 4.742220], [0.781711, 0.987299, 5.787245], [1.007420, 1.115758, 3.928591], [-1.107508, -1.850301, 4.038416], [0.532345, -1.349928, 3.503045], [0.005274, -1.614588, 5.331734], [1.261713, 4.037363, -3.762007], [2.707112, 4.431157, -0.861233], [1.178465, 5.190777, -1.417020], [1.173872, 4.323323, 0.177198], [0.275245, 3.099191, -5.799617], [1.998425, 2.862594, -5.742174], [0.974147, 2.019739, -6.939476], [-1.282603, 1.219451, -4.147803], [-1.231005, 0.562844, -5.681432], [-0.557661, -0.421259, -4.304618], [1.317957, -0.867261, -5.705221], [2.715321, 0.289045, -5.544274], [1.967316, -0.406137, -4.047205], [3.788332, -3.146044, 1.559643], [4.187084, -4.822900, 0.990843], [4.827108, -3.376538, 0.109248], [1.905114, -4.023371, 1.860479], [0.536462, -3.947093, 0.726431], [1.607857, -5.271738, 0.787206], [3.506808, -3.460722, -2.100346], [2.858613, -5.066243, -1.612493], [1.708376, -3.878809, -2.132717], [-2.434867, -0.376254, -0.957254], [-3.553832, -0.753435, 0.371190], [-4.745706, 0.008438, 0.366432], [-5.660512, 0.120154, 1.418011], [-6.775240, 0.952334, 1.253993], [-7.772013, 1.556752, 1.068256], [-5.405635, -0.582625, 2.611441], [-4.220719, -1.470863, 2.617272], [-3.337667, -1.620038, 1.567542], [-2.096761, -2.884943, 1.592705], [-6.186004, -0.414724, 3.829412], [-6.791109, -0.189632, 4.793904], [-4.982347, 0.488271, -0.615564], [-4.099899, -2.100272, 3.509077], [-0.534113, -2.714847, -3.465788], [-0.617077, -3.132796, -2.323085], [-0.441924, -2.412232, -1.219065], [-0.942509, -4.196029, -2.117510]],
  "atomic_forces_ev_per_a": [[0.707, -0.560, -1.082], [0.463, 0.135, -1.377], [-2.028, 0.072, 0.237], [0.142, 1.133, 1.035], [-2.004, 1.173, 0.599], [1.065, -0.263, -0.775], [1.745, -0.912, -1.154], [2.287, -0.232, 0.304], [-2.498, 0.693, -0.284], [0.554, 1.554, -0.282], [-0.260, 0.939, -1.273], [1.395, -0.255, -0.504], [1.080, -3.596, 2.257], [-1.019, -0.619, 0.052], [0.378, -1.280, 0.150], [-2.582, -0.306, 0.567], [0.026, 1.283, 0.632], [-1.619, -0.539, -0.817], [-0.421, -0.214, -0.486], [1.040, 0.098, 0.068], [-0.798, 0.889, 2.912], [1.625, 0.364, 0.918], [-0.906, -1.337, -0.771], [0.726, 0.238, -1.569], [1.994, -0.836, -1.807], [-1.199, -0.304, -0.042], [-1.947, -0.403, 0.801], [-0.283, 0.600, 1.724], [1.671, 0.081, 0.073], [-0.560, 1.440, 0.041], [-1.030, -0.236, -0.062], [-0.041, -1.024, -1.324], [-0.017, -0.306, -0.164], [-1.277, 0.137, -1.096], [0.167, -0.545, 1.934], [0.368, -0.397, 0.334], [-0.135, 0.496, -0.436], [-0.214, 0.157, 0.365], [0.673, 0.023, 0.015], [0.209, 0.940, -0.397], [0.306, 0.153, -0.128], [0.984, -0.683, 0.453], [1.152, 0.255, 0.045], [-0.136, 0.470, 0.190], [0.283, 0.163, 0.174], [-0.941, -0.318, -1.742], [0.828, 0.058, 0.262], [0.580, -0.086, -0.207], [-0.504, 0.014, 1.282], [0.407, 0.860, -0.712], [-0.201, -0.390, 0.152], [-1.068, 0.119, 0.510], [0.262, 0.230, 0.692], [0.247, -0.058, -0.195], [-0.105, 0.171, 0.119], [0.025, -0.446, 0.131], [0.201, -0.352, 0.356], [0.391, -0.301, 0.070], [0.613, -0.353, -0.700], [-0.225, 1.106, -0.514], [0.180, 0.820, 0.415], [-0.266, -0.055, 0.064], [-0.120, -0.053, -1.406], [0.858, -0.701, -0.332], [-0.417, 0.183, -0.353], [-0.323, -0.280, 0.229], [-0.202, 0.515, 0.392], [0.173, 0.349, -0.114], [0.354, -0.267, -0.595], [-1.135, -0.500, 0.654], [0.156, 0.457, 0.272], [0.927, 0.443, 0.671], [-0.844, -0.930, 1.240], [-0.704, 0.542, 1.399], [0.204, -0.249, -1.281], [1.476, -1.012, 0.666], [-4.118, 2.070, -0.669], [2.942, -1.520, 0.583], [2.007, -1.153, 0.003], [-2.264, 0.871, 0.761], [-0.626, 0.836, -1.851], [-0.066, 0.941, -0.175], [-0.093, 0.342, -0.084], [0.600, -0.395, -0.908], [0.212, -0.114, 1.152], [0.066, 0.325, -0.388], [0.157, -0.467, 1.118], [-0.695, 0.765, 0.246], [0.577, -1.365, -1.240], [0.406, 0.714, -0.022]],
  "mulliken_spin": [0.9876, -0.0005, 0.0050, -0.0034, 0.0282, -0.0266, 0.0169, -0.0283, 0.0072, -0.0175, -0.0031, 0.0069, 0.0026, 0.0005, -0.0032, 0.0011, 0.0015, 0.0150, -0.0023, 0.0079, 0.0010, 0.0007, -0.0004, -0.0001, 0.0002, 0.0000, 0.0002, 0.0000, -0.0059, 0.0004, 0.0125, 0.0026, 0.0000, 0.0003, 0.0006, 0.0005, -0.0007, 0.0000, 0.0003, 0.0009, -0.0005, 0.0001, -0.0001, 0.0000, 0.0002, -0.0001, -0.0007, -0.0026, 0.0027, 0.0006, 0.0000, 0.0000, 0.0000, 0.0000, 0.0000, 0.0000, 0.0000, 0.0001, 0.0000, 0.0000, 0.0000, 0.0000, -0.0001, -0.0002, 0.0002, 0.0001, 0.0010, -0.0054, -0.0002, 0.0004, -0.0002, -0.0015, -0.0359, -0.0319, 0.0206, -0.0012, 0.0010, 0.0010, 0.0049, 0.0254, 0.0115, -0.0331, 0.0005, 0.0007, 0.0010, -0.0003, -0.0001, 0.0002, 0.0336, -0.0002],
  "total_energy_ev": -96401.0721,
  "de_lowest_ev": 1.461,
  "multiplicity": 2,
  "charge": -1
}


Record 2
{
  "formula": "C33H44AsCsN3OPSSi2",
  "method": "ωB97M-V with the def2-TZVPD basis set",
  "species": ["Cs", "O", "C", "C", "C", "C", "C", "C", "C", "P", "C", "C", "C", "C", "C", "C", "C", "C", "C", "C", "C", "C", "H", "H", "H", "H", "H", "H", "H", "H", "H", "H", "H", "H", "H", "H", "N", "H", "H", "H", "C", "H", "H", "H", "C", "Si", "C", "C", "As", "Si", "C", "C", "C", "H", "H", "H", "H", "H", "H", "H", "H", "H", "H", "H", "H", "H", "H", "H", "H", "H", "H", "N", "C", "N", "C", "C", "C", "C", "C", "C", "S", "H", "H", "H", "H", "H", "H"],
  "xyz": [[0.515495, -0.079620, -1.585959], [1.334888, 2.560429, -0.676532], [0.226617, 2.986560, -0.432397], [-0.227243, 4.421746, -0.605772], [0.380680, 5.657274, -0.751071], [-0.434437, 6.786436, -0.801417], [-1.819660, 6.657337, -0.749892], [-2.426811, 5.405412, -0.639532], [-1.610605, 4.287110, -0.552499], [-1.853478, 2.436604, -0.406065], [-3.800336, 2.685568, -0.394259], [-4.617837, 3.022006, 0.688443], [-5.981112, 3.254702, 0.529896], [-6.565890, 3.164393, -0.727887], [-5.774090, 2.839967, -1.821106], [-4.413821, 2.601072, -1.645435], [-1.801754, 1.921231, 1.365862], [-0.972021, 2.547346, 2.296222], [-0.916161, 2.110691, 3.617835], [-1.682381, 1.028754, 4.027080], [-2.507273, 0.388068, 3.108764], [-2.571760, 0.837506, 1.796702], [1.461530, 5.739031, -0.804926], [0.006199, 7.775216, -0.873504], [-2.436651, 7.549150, -0.790799], [-3.507283, 5.316834, -0.613546], [-4.182406, 3.105214, 1.680208], [-6.589787, 3.507816, 1.391565], [-7.628242, 3.340228, -0.852667], [-6.217638, 2.762952, -2.808741], [-3.799226, 2.336870, -2.504331], [-0.362811, 3.387981, 1.985693], [-0.260751, 2.610822, 4.321711], [-1.625063, 0.674294, 5.049936], [-3.085981, -0.479651, 3.405878], [-3.215417, 0.326217, 1.093727], [0.692985, -1.069469, 2.193333], [1.311038, -0.848147, 1.417565], [1.273746, -1.050401, 3.023179], [0.027044, -0.307640, 2.271948], [0.306620, -3.325746, -2.356597], [0.201952, -3.759973, -1.343941], [1.226390, -3.758805, -2.790597], [-0.545984, -3.692135, -2.960270], [4.586157, -0.633742, -3.174150], [5.131479, -1.472401, -1.560667], [7.035136, -1.480861, -1.628880], [4.629808, -3.288113, -1.756598], [4.240520, -0.284799, 0.196232], [4.543890, -1.923286, 1.777190], [3.371743, -3.416816, 1.744309], [6.270828, -2.723428, 1.867972], [4.317832, -1.138968, 3.498515], [5.189081, -0.962544, -4.028712], [4.667247, 0.455910, -3.090750], [3.540658, -0.884269, -3.385288], [7.400967, -1.976413, -2.537471], [7.451608, -2.003195, -0.760242], [7.416287, -0.454104, -1.613764], [5.029754, -3.698247, -2.692588], [3.538734, -3.384634, -1.780742], [5.011097, -3.904083, -0.933391], [3.429007, -3.934311, 0.780290], [2.329404, -3.112512, 1.884725], [3.627863, -4.132866, 2.535881], [6.460379, -3.357277, 0.993806], [6.363857, -3.350500, 2.764473], [7.047352, -1.951685, 1.899931], [3.469260, -0.445541, 3.506664], [5.209017, -0.556440, 3.757691], [4.163550, -1.894943, 4.277842], [-0.715798, -3.372821, 1.327639], [-1.671873, -3.159378, 0.392254], [-2.069299, -1.991888, 0.017123], [-3.083552, -2.098933, -0.919455], [-3.709240, -1.031249, -1.556051], [-4.704173, -1.281629, -2.487700], [-5.079435, -2.585874, -2.808157], [-4.456147, -3.663256, -2.196138], [-3.470849, -3.409812, -1.254684], [-2.513576, -4.533690, -0.338481], [-0.220186, -2.532826, 1.624204], [-0.133341, -4.180957, 1.182502], [-3.399997, -0.020386, -1.325906], [-5.194475, -0.446303, -2.973578], [-5.852970, -2.761660, -3.547118], [-4.728908, -4.680547, -2.454573]],
  "atomic_forces_ev_per_a": [[-0.010, -0.672, 0.009], [0.419, 0.378, 0.046], [-0.175, -0.143, -0.014], [-0.080, 0.246, 0.021], [0.019, -0.018, -0.013], [0.047, 0.008, -0.009], [-0.051, -0.069, 0.005], [0.003, 0.055, -0.020], [0.144, 0.002, 0.017], [-0.399, 0.107, 0.027], [-0.085, -0.017, 0.028], [-0.057, 0.005, -0.060], [0.087, -0.012, -0.009], [0.025, 0.004, 0.013], [0.092, -0.023, 0.003], [-0.058, -0.003, 0.069], [0.055, -0.030, 0.066], [-0.073, -0.066, 0.021], [0.009, 0.027, -0.069], [0.007, -0.008, -0.026], [-0.010, -0.006, -0.050], [0.055, 0.033, 0.056], [-0.023, -0.004, 0.007], [0.002, -0.010, -0.001], [0.003, -0.013, -0.001], [0.023, 0.005, 0.004], [-0.017, -0.003, -0.019], [-0.003, 0.002, 0.007], [0.000, 0.000, 0.002], [0.012, 0.000, 0.016], [-0.014, -0.001, 0.004], [0.005, -0.007, 0.008], [-0.008, -0.002, -0.012], [-0.004, 0.005, -0.012], [0.017, 0.035, -0.013], [-0.006, -0.024, -0.033], [0.028, 0.220, -0.002], [0.256, 0.060, -0.020], [0.018, 0.018, 0.017], [-0.050, 0.073, 0.025], [0.058, 0.041, -0.045], [0.084, 0.010, -0.150], [-0.100, 0.028, 0.008], [0.099, -0.003, 0.093], [-0.038, 0.076, 0.012], [-0.010, -0.081, -0.133], [0.041, 0.025, 0.065], [-0.017, -0.043, 0.061], [-0.104, -0.092, 0.099], [0.092, -0.047, 0.064], [-0.092, -0.050, -0.084], [0.055, -0.008, -0.043], [-0.014, 0.076, 0.008], [-0.026, -0.002, 0.041], [-0.006, -0.093, -0.020], [0.064, 0.022, 0.012], [-0.032, 0.017, 0.039], [-0.031, 0.070, -0.084], [-0.023, -0.081, 0.006], [-0.013, 0.034, 0.041], [0.083, 0.003, 0.006], [-0.044, 0.054, -0.084], [-0.022, 0.067, 0.114], [0.089, -0.006, -0.020], [0.004, 0.035, -0.021], [-0.007, 0.069, 0.083], [-0.020, 0.032, -0.050], [-0.059, -0.070, -0.011], [0.067, -0.067, 0.018], [-0.077, -0.032, -0.025], [0.004, 0.026, -0.041], [-0.492, -0.538, -0.214], [0.156, -0.246, 0.005], [-0.271, 0.303, -0.150], [0.007, -0.120, -0.016], [-0.024, 0.012, 0.003], [0.005, 0.022, 0.016], [-0.009, 0.017, -0.018], [0.012, -0.050, 0.018], [0.055, 0.014, 0.028], [-0.010, 0.076, 0.060], [0.289, 0.267, 0.195], [0.020, -0.052, -0.034], [-0.001, 0.074, 0.020], [0.014, 0.006, 0.003], [0.020, 0.006, 0.022], [0.021, 0.044, 0.019]],
  "mulliken_charge": [0.8961, -0.5645, 0.1308, -0.5007, -0.7182, -0.4617, -0.6187, -0.4962, 0.6163, 0.1886, -0.1994, -0.1209, -0.6205, -0.4480, -0.5720, -0.4123, 1.0592, -0.4332, -0.7648, -0.6056, -0.6444, -0.0131, 0.4884, 0.3478, 0.3876, 0.3286, 0.3943, 0.3723, 0.3453, 0.3900, 0.2728, 0.3773, 0.3780, 0.3261, 0.3761, 0.1100, -0.5171, -0.1104, 0.1296, 0.1525, -0.9346, 0.1319, 0.1200, 0.0814, -1.0212, 0.2968, -1.1209, -0.8833, -0.1458, 0.2620, -0.6117, -1.1942, -1.0974, 0.2919, 0.2807, 0.2345, 0.3119, 0.2515, 0.2863, 0.3782, 0.0818, 0.2649, 0.2762, -0.1536, 0.3307, 0.2920, 0.3824, 0.2703, 0.2223, 0.3212, 0.3229, -0.3841, 0.2627, -0.1212, -1.0430, 0.4775, -0.7449, -0.4748, -0.4134, 0.9333, -0.2984, 0.3444, 0.3467, 0.2426, 0.4078, 0.3462, 0.3439],
  "total_energy_ev": -138719.7015,
  "de_lowest_ev": 0.167,
  "charge": -2
}